C3H3NO2 | ωB97M-V/def2-TZVPD

Geometry (Å):
N -2.255 1.199 0.462
C -1.503 0.369 0.179
C -0.562 -0.697 -0.204
O 0.630 -0.200 -0.804
C 1.454 0.480 0.021
O 1.224 0.733 1.169
H -1.022 -1.327 -0.966
H -0.330 -1.305 0.676
H 2.364 0.747 -0.533

Computed properties:
**Energy relative to the best compared isomer or geometry (same formula, charge and spin)**: 1.2428 eV
**Lowest unoccupied orbital energy**: 0.65 eV
**HOMO-LUMO gap**: 12.1 eV
**Electronic energy**: -8743.888 eV
**E_HOMO**: -11.4023 eV

C18H26Cl8GeN5ORb | ωB97M-V/def2-TZVPD

Geometry (Å):
Rb -0.330 0.234 0.019
N -1.002 -3.623 -0.076
C -1.406 -3.599 -1.481
C -0.223 -3.367 -2.402
N 0.362 -2.049 -2.213
C 1.532 -1.820 -3.044
C 2.162 -0.481 -2.718
N 2.512 -0.404 -1.294
H -1.735 -4.050 0.479
H -0.956 -2.679 0.302
H -2.176 -2.846 -1.688
H -1.834 -4.574 -1.728
H -0.562 -3.435 -3.441
H 0.520 -4.166 -2.246
H 0.670 -1.944 -1.252
H 1.231 -1.819 -4.096
H 2.274 -2.633 -2.934
H 1.453 0.320 -2.927
H 3.019 -0.305 -3.381
H 2.780 0.549 -1.070
H 3.301 -1.007 -1.092
N -1.475 2.679 1.104
C -0.548 3.144 2.137
C 0.794 3.517 1.527
N 1.592 2.344 1.154
H -1.727 3.443 0.486
H -2.332 2.319 1.510
H -0.400 2.330 2.854
H -0.940 4.001 2.702
H 1.330 4.173 2.225
H 0.626 4.105 0.619
H 2.262 2.116 1.877
H 2.089 2.540 0.291
Cl -1.799 -2.244 7.277
C -1.823 -1.899 5.581
C -0.653 -1.560 4.908
Cl 0.846 -1.490 5.772
C -0.680 -1.278 3.556
Cl 0.775 -0.828 2.699
C -1.870 -1.314 2.774
O -1.884 -1.042 1.541
C -3.046 -1.670 3.504
Cl -4.516 -1.733 2.602
C -3.016 -1.950 4.857
Cl -4.483 -2.373 5.676
C -4.665 -0.363 -2.162
C -4.620 0.843 -1.480
C -3.491 1.646 -1.562
C -2.380 1.254 -2.312
C -2.430 0.018 -2.963
C -3.569 -0.771 -2.908
H -5.549 -0.987 -2.111
H -5.466 1.161 -0.884
H -3.481 2.602 -1.052
H -1.563 -0.333 -3.510
H -3.598 -1.717 -3.436
Cl 1.753 2.979 -2.048
Ge -0.721 2.340 -2.454
Cl -0.450 2.280 -4.640
Cl -1.521 4.364 -2.034

Computed properties:
**Lowest unoccupied orbital energy (alpha / beta)**: 2.00 / 1.83 eV
**HOMO-LUMO gap (alpha / beta)**: 6.3 / 7.1 eV
**2S+1**: 2
**Electronic energy**: -185943.621 eV
**Charge**: -1
**<S²>**: 0.7537
**E_HOMO (alpha / beta)**: -4.2691 / -5.2596 eV

C26H43BrN6P2Pd | ωB97M-V/def2-TZVPD

Geometry (Å):
N -6.882 -1.871 5.477
C -6.154 -0.889 6.013
C -5.682 0.186 5.255
C -5.960 0.227 3.866
C -6.759 -0.810 3.330
C -7.192 -1.836 4.183
C -5.370 1.237 3.015
Pd -0.275 0.889 -1.003
P 4.554 0.322 -2.167
C -5.531 1.279 1.656
C -4.497 1.771 0.775
C -4.447 1.350 -0.577
C -3.220 1.321 -1.246
C -2.075 1.673 -0.514
C -2.180 2.487 0.619
C -3.406 2.512 1.289
Br 2.322 0.230 -2.410
H -4.726 1.964 3.519
H -6.411 0.843 1.174
H -5.094 0.968 5.732
H -7.029 -0.838 2.274
H -5.940 -0.947 7.083
H -7.814 -2.648 3.794
H -5.356 0.968 -1.047
H -3.505 3.026 2.242
H -3.130 0.987 -2.280
H -1.324 3.051 0.977
P -0.966 -1.273 -1.000
C 4.917 2.048 -1.889
C 4.507 2.960 -3.051
H 5.999 2.115 -1.686
H 4.392 2.342 -0.966
H 4.634 4.002 -2.739
H 5.128 2.802 -3.941
H 3.457 2.823 -3.328
C 5.258 -0.374 -3.666
C 6.652 0.150 -4.016
H 4.539 -0.173 -4.476
H 5.277 -1.466 -3.515
H 7.106 -0.514 -4.761
H 6.616 1.155 -4.455
H 7.324 0.172 -3.148
C 4.812 -0.686 -0.701
C 6.154 -0.457 -0.011
H 4.702 -1.735 -1.019
H 3.979 -0.460 -0.011
H 6.266 -1.175 0.812
H 7.005 -0.607 -0.690
H 6.227 0.552 0.419
C 0.024 -2.495 -0.054
C 1.505 -2.536 -0.391
H -0.450 -3.475 -0.231
H -0.116 -2.236 1.007
H 1.992 -3.345 0.172
H 1.695 -2.699 -1.458
H 1.975 -1.594 -0.085
C -0.948 -1.850 -2.731
C -1.355 -0.748 -3.707
H -1.636 -2.706 -2.780
H 0.068 -2.214 -2.933
H -0.874 -0.917 -4.678
H -2.441 -0.736 -3.864
H -1.048 0.251 -3.349
C -2.640 -1.716 -0.394
C -2.842 -1.453 1.099
H -2.767 -2.785 -0.626
H -3.372 -1.156 -0.992
H -3.899 -1.604 1.362
H -2.235 -2.124 1.720
H -2.590 -0.416 1.358
N 3.788 0.272 2.669
N 2.552 0.655 2.166
N 2.031 1.830 2.569
C 1.127 2.053 1.606
N 1.148 1.125 0.651
N 2.141 0.257 0.960
H 3.972 -0.701 2.454
H 3.829 0.503 3.654
H 0.465 2.909 1.633

Computed properties:
**Energy relative to the best compared isomer or geometry (same formula, charge and spin)**: 2.1828 eV
**Lowest unoccupied orbital energy (alpha / beta)**: -0.24 / -0.24 eV
**HOMO-LUMO gap (alpha / beta)**: 4.0 / 3.9 eV
**Electronic energy**: -128693.558 eV
**E_HOMO (alpha / beta)**: -4.1937 / -4.1810 eV

C29H32BrFN6O3SeY | ωB97M-V/def2-TZVPD

Geometry (Å):
Y 1.106 -0.706 -0.141
C -6.515 -0.635 -0.321
C -6.011 0.612 0.390
C -6.740 1.838 -0.136
C -6.094 3.126 0.324
C -4.678 3.161 -0.155
C -4.059 4.319 -0.548
C -2.715 4.307 -0.935
F -2.160 5.471 -1.301
C -1.966 3.169 -0.930
C -2.580 1.971 -0.525
C -1.786 0.770 -0.408
O -0.582 0.741 -0.818
C -2.405 -0.332 0.218
C -3.757 -0.309 0.436
N -4.529 0.760 0.220
C -3.937 1.956 -0.172
C -1.583 -1.536 0.572
O -1.943 -2.665 0.307
O -0.453 -1.230 1.159
H -7.600 -0.669 -0.238
H -6.133 -1.560 0.100
H -6.256 -0.599 -1.380
H -6.182 0.526 1.469
H -7.775 1.775 0.204
H -6.763 1.803 -1.229
H -6.107 3.182 1.417
H -6.641 3.994 -0.045
H -4.594 5.257 -0.546
H -0.924 3.175 -1.208
H -4.255 -1.193 0.803
Br 1.190 4.290 3.014
C 1.572 3.637 1.296
C 1.884 4.495 0.253
C 2.171 3.943 -0.985
C 2.126 2.567 -1.132
N 1.831 1.744 -0.124
C 1.565 2.269 1.074
H 1.911 5.564 0.409
H 2.430 4.568 -1.826
H 2.337 2.111 -2.091
H 1.364 1.576 1.888
C 4.365 -4.235 -0.198
N 3.289 -3.703 -1.015
C 3.706 -2.881 -2.133
C 1.993 -3.802 -0.650
N 1.144 -2.831 -0.955
N 1.612 -4.889 0.050
C 2.193 -6.199 -0.174
C 0.405 -4.865 0.864
H 3.966 -4.633 0.730
H 5.047 -3.418 0.048
H 4.916 -5.018 -0.722
H 4.295 -3.478 -2.832
H 4.328 -2.048 -1.787
H 2.831 -2.495 -2.654
H 0.186 -3.181 -0.885
H 2.913 -6.158 -0.988
H 1.396 -6.892 -0.450
H 2.687 -6.574 0.724
H -0.461 -5.247 0.319
H 0.185 -3.849 1.187
H 0.571 -5.490 1.740
Se 3.123 -1.012 1.576
C 4.310 0.437 1.228
C 4.572 1.376 2.222
C 5.384 2.459 1.927
N 5.943 2.671 0.740
C 5.714 1.754 -0.194
C 4.921 0.633 -0.004
H 4.139 1.275 3.207
H 5.591 3.199 2.691
H 6.183 1.924 -1.155
H 4.789 -0.076 -0.816

Computed properties:
**Energy relative to the best compared isomer or geometry (same formula, charge and spin)**: 0.0000 eV
**Lowest unoccupied orbital energy**: -2.86 eV
**HOMO-LUMO gap**: 7.7 eV
**Electronic energy**: -184825.353 eV
**Charge**: +1
**E_HOMO**: -10.5500 eV

C19H28FO2V | ωB97M-V/def2-TZVPD

Geometry (Å):
O -0.440 0.429 -3.637
C 0.693 0.846 -4.438
C 0.021 2.159 -4.882
H 0.759 0.060 -5.157
H 1.605 0.905 -3.842
C -1.170 1.642 -3.987
H -0.192 2.294 -5.957
H 0.483 3.021 -4.388
C -2.386 1.186 -4.759
H -2.080 0.426 -5.509
H -2.814 2.058 -5.276
H -3.128 0.723 -4.089
C -1.306 2.643 -2.836
H -0.317 2.924 -2.425
H -1.899 2.317 -1.968
H -1.734 3.573 -3.257
V 0.503 -0.714 -0.416
C 1.150 0.914 1.063
C 2.238 0.000 0.885
C 2.673 0.110 -0.487
H 2.698 -0.620 1.654
C 1.853 1.088 -1.135
C 0.894 1.566 -0.184
H 0.176 2.369 -0.354
H 0.659 1.121 2.012
H 3.485 -0.452 -0.946
H 2.011 1.479 -2.136
C -1.152 -1.010 1.209
C -1.635 0.191 0.608
C -1.940 -0.070 -0.753
H -1.864 1.114 1.137
C -1.632 -1.443 -1.026
C -1.214 -2.056 0.213
H -0.995 -3.107 0.373
H -0.901 -1.150 2.260
H -2.494 0.591 -1.419
H -1.788 -1.952 -1.976
O 0.308 -1.525 -5.580
C -0.039 -0.810 -6.867
C 0.560 -1.610 -8.033
H 0.428 0.203 -6.825
H -1.144 -0.704 -6.896
C 1.510 -2.637 -7.407
H 1.119 -0.950 -8.692
H -0.215 -2.054 -8.660
C 1.310 -2.606 -5.873
H 2.537 -2.391 -7.700
H 1.308 -3.622 -7.828
H 2.281 -2.349 -5.387
H 0.894 -3.569 -5.507
F 1.323 -2.230 -0.929

Computed properties:
**Energy relative to the best compared isomer or geometry (same formula, charge and spin)**: 0.4288 eV
**Lowest unoccupied orbital energy (alpha / beta)**: 0.74 / 0.74 eV
**HOMO-LUMO gap (alpha / beta)**: 8.2 / 8.7 eV
**2S+1**: 3
**Electronic energy**: -52654.875 eV
**<S²>**: 2.0269
**E_HOMO (alpha / beta)**: -7.4349 / -7.9235 eV

C17H17AuClF3N2O3S2Te | ωB97M-V/def2-TZVPD

Geometry (Å):
Au 0.375 0.634 -2.142
S -1.044 2.499 -2.469
C -2.606 1.881 -2.179
N -3.689 2.691 -2.151
C -4.834 1.978 -1.579
C -4.425 0.521 -1.824
N -2.977 0.639 -1.965
H -3.560 3.682 -2.045
H -5.761 2.246 -2.079
H -4.924 2.193 -0.511
H -4.858 0.127 -2.746
H -4.681 -0.142 -1.002
H -2.369 -0.184 -1.946
Te 1.704 -1.550 -2.361
C 3.333 -1.318 -1.056
C 3.498 -2.226 -0.015
C 4.576 -2.083 0.849
C 5.488 -1.052 0.669
C 5.330 -0.162 -0.384
C 4.251 -0.292 -1.248
H 2.775 -3.014 0.140
H 4.699 -2.780 1.668
H 6.324 -0.943 1.347
H 6.043 0.639 -0.532
H 4.127 0.408 -2.066
F -1.209 -2.717 2.367
C -1.789 -2.399 1.215
F -1.970 -1.067 1.188
F -3.001 -2.968 1.177
S -0.778 -2.937 -0.226
O -0.724 -4.363 -0.126
O 0.482 -2.230 0.007
O -1.520 -2.405 -1.364
Cl -1.832 -0.030 4.286
C -0.809 0.563 3.020
C 0.381 -0.094 2.734
C 1.190 0.378 1.724
C 0.824 1.512 0.963
C 1.630 1.977 -0.096
C -0.398 2.151 1.281
C -1.200 1.688 2.299
H 0.657 -0.975 3.297
H 2.117 -0.132 1.496
H 2.611 1.558 -0.261
H 1.374 2.898 -0.601
H -0.700 3.016 0.704
H -2.132 2.181 2.544

Computed properties:
**Energy relative to the best compared isomer or geometry (same formula, charge and spin)**: 0.3269 eV
**Lowest unoccupied orbital energy (alpha / beta)**: 0.07 / -1.87 eV
**HOMO-LUMO gap (alpha / beta)**: 7.2 / 6.9 eV
**2S+1**: 3
**Electronic energy**: -80358.386 eV
**<S²>**: 2.0424
**E_HOMO (alpha / beta)**: -7.1551 / -8.8139 eV